3 unconnected molecules or ions with the total composition C2H12NO2 at a distorted geometry. Source: OMol25; level of theory: ωB97M-V/def2-TZVPD.

Summary:
**HOMO-LUMO gap**: 12.7 eV
**Relative energy (zero: lowest compared OMol25 entry of this formula, charge and spin)**: 8.6 kcal/mol
**LUMO energy**: -0.1116 hartree
**E_HOMO**: -15.746 eV
**Net charge**: +1

CARTESIAN COORDINATES (ANGSTROEM)
O 1.263 -2.248 -1.486
O -2.384 0.304 1.846
N -0.036 -0.209 0.449
C 1.250 1.298 -0.968
C 0.024 1.265 -0.024
H 1.612 -3.070 -1.188
H -3.166 -0.155 2.160
H 0.250 1.811 0.884
H 0.048 -0.822 -0.364
H -0.934 1.501 -0.466
H 2.013 0.549 -0.759
H 1.770 2.246 -0.857
H -2.282 0.933 2.576
H 0.742 -0.307 1.087
H 1.719 -2.014 -2.272
H 0.888 1.162 -1.986
H -0.848 -0.487 1.020

Atomic partial charges in e from the natural (NBO) method, atoms 1 to 2: O -0.972; O -0.968